No. 1
{
  "formula": "C7H6BrNS2",
  "method": "ωB97M-V with the def2-TZVPD basis set",
  "e_homo_ev": [-7.68, -7.87],
  "total_energy_ev": -100554.946,
  "de_lowest_ev": 0.276,
  "orbital_gap_ev": [6.7, 7.0],
  "elements": ["C", "C", "C", "C", "C", "C", "C", "N", "S", "S", "Br", "H", "H", "H", "H", "H", "H"],
  "coordinates": [[-2.36610, -0.68131, -0.19754], [-1.96275, 0.07700, 0.88111], [-1.48002, -1.48297, -0.94244], [-0.61869, 0.20215, 1.12053], [-0.12372, -1.30742, -0.65636], [0.28650, -0.54063, 0.41710], [1.83629, 1.69892, -0.21414], [1.55867, -0.37547, 0.83848], [0.45490, 2.49571, -0.43629], [3.47846, 1.75585, -0.30740], [2.89684, -1.30722, 0.02772], [-3.47090, -0.96310, -0.26944], [-2.71162, 0.73791, 1.44119], [-1.82027, -2.22990, -1.56426], [-0.21269, 0.76788, 1.95244], [0.70640, -1.73743, -1.24332], [3.54869, 2.89004, -0.84737]],
  "forces_ev_per_angstrom": [[-2.455, -2.362, 0.167], [-1.410, 1.893, -0.021], [1.556, 2.420, 2.388], [-0.428, 0.763, 1.698], [0.041, -1.013, -1.426], [0.363, -0.497, -0.881], [-2.715, 0.376, 0.522], [0.888, 2.316, 0.197], [2.154, -1.416, 0.269], [0.402, -2.384, 1.061], [0.547, -0.988, -0.403], [1.495, 0.868, -0.192], [1.148, -1.305, -0.734], [-0.665, -1.174, -1.645], [-0.260, 0.084, -0.015], [-0.889, -0.247, 0.232], [0.228, 2.667, -1.217]]
}

No. 2
{
  "formula": "C7H6ClN2O",
  "method": "ωB97M-V with the def2-TZVPD basis set",
  "e_homo_ev": [-14.38, -14.38],
  "total_energy_ev": -24896.176,
  "de_lowest_ev": 1.001,
  "charge": 1,
  "orbital_gap_ev": [7.2, 7.2],
  "elements": ["C", "C", "C", "C", "C", "C", "C", "N", "N", "O", "Cl", "H", "H", "H", "H", "H", "H"],
  "coordinates": [[2.65117, -1.50421, 0.26849], [1.67258, -1.91939, -0.57957], [0.91554, -0.78082, -0.79272], [-0.34429, -0.76551, -1.65143], [-0.03943, 1.33816, -0.52494], [1.11406, 0.47374, -0.18880], [2.15123, 0.69348, 0.71883], [2.94899, -0.40760, 0.79747], [-0.91466, 0.37406, -1.26887], [-0.87340, -1.66883, -2.22722], [-0.89340, -2.14887, 1.60186], [1.38331, -2.90940, -0.89692], [-0.54250, 1.68536, 0.29508], [0.23614, 2.18804, -1.15908], [-0.77862, -3.13208, 0.77092], [2.53503, 1.47008, 1.32404], [-1.66268, 0.96828, -1.67584]],
  "forces_ev_per_angstrom": [[0.279, 5.629, 1.630], [0.557, -1.136, 0.286], [0.515, 0.598, -0.240], [-1.067, -0.867, 1.298], [0.729, -1.468, -2.767], [0.219, -0.145, 0.563], [0.662, -1.979, -0.877], [-0.714, -5.082, -1.586], [-0.511, 4.961, 0.457], [0.734, -0.618, -0.773], [0.051, -0.266, -0.168], [0.223, 0.004, -0.295], [-1.230, 0.881, 2.271], [0.038, -0.103, 0.033], [-0.185, 0.220, 0.249], [-0.515, 1.306, 0.206], [0.215, -1.936, -0.288]]
}

No. 3
{
  "formula": "C7H6ClNO2P2",
  "method": "ωB97M-V with the def2-TZVPD basis set",
  "e_homo_ev": -9.28,
  "total_energy_ev": -44036.760,
  "de_lowest_ev": 0.000,
  "orbital_gap_ev": 8.1,
  "elements": ["C", "P", "P", "Cl", "C", "C", "C", "C", "N", "O", "O", "C", "C", "H", "H", "H", "H", "H", "H"],
  "coordinates": [[-3.95154, -0.27629, -1.02605], [-2.46694, -0.79262, -0.47293], [-1.81223, 0.96254, 0.66474], [-2.08932, 2.76501, -0.44155], [-0.02118, 0.95894, 0.11814], [0.77719, 2.01740, 0.64222], [2.07376, 2.11548, 0.23711], [2.64657, 0.92644, -0.35773], [4.07218, 0.81312, -0.34560], [4.75641, 1.66475, 0.19957], [4.58524, -0.09898, -0.91195], [1.93965, -0.24606, -0.61223], [0.57223, -0.16569, -0.55985], [-4.70955, -0.62265, -1.72752], [-4.07142, 0.75480, -0.89926], [0.25295, 2.92309, 1.17088], [2.75572, 2.80845, 0.54368], [2.53976, -1.04600, -1.08674], [-0.11316, -1.01208, -0.81726]],
  "forces_ev_per_angstrom": [[0.786, -0.003, -0.539], [-1.177, -0.676, -0.551], [1.247, 1.127, -0.574], [-0.802, -0.573, 0.145], [0.521, -1.418, 0.698], [-2.271, 1.610, -0.604], [0.168, -4.280, -0.811], [-1.730, 0.881, 1.815], [1.640, 1.597, 0.030], [-0.675, 0.658, 0.505], [0.345, -2.172, -1.143], [1.379, 0.834, -1.834], [-2.184, 0.539, 1.673], [0.441, -0.905, 0.394], [-0.625, 1.616, 0.379], [1.132, -2.020, -0.890], [1.408, 2.134, 0.654], [-0.771, 0.228, 0.634], [1.167, 0.821, 0.020]]
}

No. 4
{
  "formula": "C7H6F21HfO24S7",
  "method": "ωB97M-V with the def2-TZVPD basis set",
  "e_homo_ev": -1.28,
  "total_energy_ev": -190720.251,
  "charge": -3,
  "orbital_gap_ev": 6.8,
  "elements": ["Hf", "C", "F", "F", "F", "S", "O", "O", "O", "C", "F", "F", "F", "S", "O", "O", "O", "C", "F", "F", "F", "S", "O", "O", "O", "C", "F", "F", "F", "S", "O", "O", "O", "C", "F", "F", "F", "S", "O", "O", "O", "C", "F", "F", "F", "S", "O", "O", "O", "C", "F", "F", "F", "S", "O", "O", "O", "O", "H", "H", "O", "H", "H", "O", "H", "H"],
  "coordinates": [[-0.21987, 0.12510, 0.00547], [-0.98081, -0.07173, 5.00561], [-0.49756, 0.32695, 6.18675], [-1.47107, -1.32152, 5.13111], [-1.93150, 0.72174, 4.58339], [0.49852, 0.17884, 3.75893], [1.10072, 1.45406, 4.17326], [1.41437, -0.93621, 3.95313], [0.00760, 0.14586, 2.33869], [-4.20350, -1.32543, 2.26435], [-3.96606, -0.33111, 3.10953], [-5.03874, -2.12466, 2.88220], [-4.73201, -0.78023, 1.17567], [-2.56016, -2.24075, 1.76944], [-2.89152, -3.32437, 0.84948], [-1.71844, -1.21789, 1.04045], [-1.92958, -2.78380, 2.98735], [4.52439, -0.52202, -1.55663], [5.37785, 0.35254, -1.98535], [4.94458, -1.78135, -1.72018], [4.60829, -0.44941, -0.25483], [2.63366, -0.32962, -2.29896], [2.62827, 0.80100, -3.18220], [2.27530, -1.57232, -3.05660], [1.67143, -0.20808, -1.20533], [-0.33203, 5.04437, -0.86396], [-1.10337, 5.94644, -1.43199], [0.94769, 5.35669, -0.72745], [-0.88198, 4.73853, 0.33428], [-0.36910, 3.46768, -1.90815], [-1.77153, 3.28076, -2.35862], [0.53583, 3.71581, -2.98712], [0.07916, 2.33876, -1.05810], [-2.36342, -0.32418, -4.46371], [-2.76289, -1.54727, -4.15264], [-2.50243, -0.08623, -5.77385], [-3.11865, 0.48483, -3.72852], [-0.55601, -0.16778, -3.82440], [0.02027, 1.02615, -4.47616], [-0.60177, -0.05101, -2.36020], [0.16234, -1.40572, -4.28767], [4.07649, 1.37533, 2.07024], [5.39848, 1.72005, 1.66286], [3.83361, 0.02430, 2.10324], [3.89956, 1.94240, 3.26332], [2.77938, 2.21153, 0.79460], [2.51616, 3.49106, 1.41976], [3.36219, 2.16022, -0.54847], [1.54149, 1.42443, 0.77237], [-0.43828, -4.86790, -0.41881], [-0.27684, -4.38682, 0.79020], [0.68223, -5.55919, -0.71233], [-1.51643, -5.73506, -0.46242], [-0.64493, -3.38392, -1.68183], [-1.99740, -3.41537, -2.22406], [-0.43861, -2.11715, -1.00447], [0.42885, -3.53060, -2.71276], [1.25248, -1.56430, 0.91658], [1.91122, -2.08967, 0.46239], [1.42353, -1.71613, 1.84606], [-2.44137, 0.61584, -0.70302], [-2.87594, 1.46870, -0.70207], [-3.07748, 0.02281, -1.10292], [-1.18941, 2.16560, 1.30104], [-2.09983, 2.28954, 1.03270], [-1.03545, 2.85089, 1.95134]],
  "forces_ev_per_angstrom": [[3.032, -0.753, -1.712], [1.806, -0.980, -1.445], [-0.509, -0.048, 0.175], [0.581, 1.151, 0.113], [-1.050, 0.715, 0.297], [2.383, 0.172, -1.604], [-1.868, -1.120, -0.358], [-0.864, -0.211, 0.414], [-0.613, 0.190, 2.412], [2.316, 0.069, -0.280], [0.418, 0.576, 0.347], [-0.749, -0.847, -0.232], [-0.618, -0.229, -0.395], [2.873, -2.626, -0.814], [-1.141, 1.626, 0.776], [-1.654, 0.116, 1.308], [-1.447, 1.945, -1.181], [-2.319, -0.881, 0.741], [0.860, 0.718, -1.751], [0.418, -0.773, -1.968], [-0.962, 0.912, 2.556], [-1.700, -2.720, -4.801], [1.314, 0.540, 0.953], [2.980, 1.884, 2.672], [-0.208, 0.360, 2.366], [0.003, -3.757, -0.389], [0.406, 1.193, -0.050], [-0.625, 1.160, 0.295], [0.278, 0.822, 0.272], [-1.379, -2.487, -2.305], [0.970, 0.813, 1.551], [0.260, 1.006, 0.421], [-0.642, 0.420, 0.522], [2.168, -0.495, 1.679], [-0.469, -0.554, -0.764], [-0.214, -0.008, 0.538], [-0.936, 1.074, -0.275], [5.182, -1.079, -3.402], [-2.154, -1.148, 0.921], [-1.371, 0.459, 0.338], [-3.563, 2.799, 0.688], [-0.766, 0.816, -1.841], [-2.315, -1.374, 0.822], [1.208, 2.001, 0.533], [0.377, -0.921, -0.371], [-0.014, 0.358, -2.069], [0.819, -0.283, -0.084], [0.441, 0.400, 2.182], [-0.551, -1.246, 1.341], [-0.616, 0.590, -1.436], [-0.207, -0.160, 0.818], [-0.580, -0.156, -0.030], [1.466, 0.916, 0.210], [1.308, 0.793, -5.164], [0.430, -1.169, 0.975], [0.340, 0.569, 2.339], [-2.199, -1.576, 3.044], [-0.204, 0.088, 0.249], [-0.054, 0.118, -0.869], [-0.277, 0.384, 0.831], [0.011, 0.480, 0.959], [0.322, 0.615, -0.520], [0.244, -0.747, -0.268], [-0.902, -0.647, -0.443], [-0.223, 0.165, -0.042], [0.750, -0.019, 0.206]]
}

No. 5
{
  "formula": "C7H6F6NP",
  "method": "ωB97M-V with the def2-TZVPD basis set",
  "e_homo_ev": -10.26,
  "total_energy_ev": -34440.575,
  "orbital_gap_ev": 8.4,
  "elements": ["C", "C", "C", "C", "C", "C", "N", "C", "H", "H", "H", "H", "H", "H", "F", "P", "F", "F", "F", "F", "F"],
  "coordinates": [[2.82606, -0.37041, 1.54620], [1.74736, 0.01004, 1.15353], [0.44936, 0.62606, 1.03643], [0.34024, 1.91589, 0.52299], [-0.95021, 2.47443, 0.43614], [-2.01531, 1.73252, 0.86480], [-1.84991, 0.50395, 1.35679], [-0.66084, -0.08452, 1.44275], [3.76144, -0.62668, 2.00803], [1.22028, 2.46527, 0.18873], [-1.04769, 3.48823, 0.04924], [-3.01326, 2.16205, 0.78989], [-2.64718, -0.03736, 1.67319], [-0.57471, -1.10295, 1.82381], [-0.23183, -2.25359, -0.62654], [0.34782, -1.87993, -2.13862], [1.17209, -2.93182, -3.08135], [1.06041, -0.70199, -3.02699], [1.69592, -1.84850, -1.20128], [-0.78888, -0.68213, -2.12894], [-0.84115, -2.85855, -2.68881]],
  "forces_ev_per_angstrom": [[-0.865, 0.501, -0.048], [0.818, -0.073, 1.000], [1.568, -0.468, -0.573], [-1.131, 0.122, -0.036], [1.493, 0.011, -0.030], [-0.820, 1.188, -0.454], [-0.248, -0.595, 0.220], [0.365, -0.246, -0.040], [-0.241, -0.127, -0.476], [-0.245, -0.255, 0.117], [-0.338, -0.396, 0.103], [0.115, -0.525, 0.222], [-0.083, 0.194, -0.200], [-0.228, 0.355, -0.219], [-1.102, -0.499, 0.387], [0.404, -0.622, -0.752], [1.035, -0.143, 0.466], [0.603, -0.351, -0.654], [0.700, 0.953, -0.287], [-0.741, 0.195, 1.259], [-1.058, 0.782, -0.007]]
}

No. 6
{
  "formula": "C7H6I2O2",
  "method": "ωB97M-V with the def2-TZVPD basis set",
  "e_homo_ev": -8.51,
  "total_energy_ev": -27649.489,
  "de_lowest_ev": 0.821,
  "orbital_gap_ev": 7.6,
  "elements": ["C", "C", "C", "C", "C", "C", "C", "O", "O", "I", "I", "H", "H", "H", "H", "H", "H"],
  "coordinates": [[-0.39835, -1.20901, -1.30292], [-0.34096, -1.61419, -0.03433], [-0.24157, 1.21618, -1.23491], [0.12827, 0.03023, -1.71322], [1.13678, -0.00251, 1.20280], [0.20511, -0.99428, 1.14496], [-0.94851, 1.53074, -0.01571], [1.65901, 0.49417, 2.33985], [-0.71286, 2.32034, 0.86093], [1.23554, 0.18529, -3.50497], [-3.06882, 0.63268, 0.11502], [-0.64495, -1.86947, -2.17303], [-0.73487, -2.60616, 0.22503], [0.02984, 2.34552, -1.56282], [1.61557, 0.53339, 0.37860], [-0.07986, -1.34639, 2.09597], [1.16063, 0.35347, 3.17875]],
  "forces_ev_per_angstrom": [[0.641, -1.856, -0.810], [-0.468, -1.408, 0.554], [0.901, 3.702, -0.085], [-0.404, 2.539, -1.459], [-0.381, -0.614, 0.382], [1.724, 2.087, -0.583], [-1.793, 0.749, 2.402], [-0.119, 0.341, 0.940], [0.040, -1.481, -1.921], [0.015, -0.349, 0.136], [0.610, 0.242, -0.089], [-0.115, 0.356, 1.250], [-0.079, 0.329, -0.490], [0.054, -3.056, -0.038], [-0.281, -0.612, 0.098], [-0.569, -0.670, 0.898], [0.223, -0.300, -1.187]]
}